No. 1
Density functional theory data (wB97M-V/def2-TZVPD) for C56H28I4N5O8SV as an isolated structure at a distorted geometry.

Computed properties:
E_tot: -5559.711084 Ha
highest occupied orbital energy (spin up / spin down): -2.5 / -2.5 eV
max |F|: 2.377 eV/A
charge: -2
frontier orbital gap (spin up / spin down): 5.4 / 5.4 eV

Cartesian coordinates (Å):
C 1.5302 -1.7995 -4.0719
H 0.7465 2.8994 4.9543
H -4.3544 -2.1605 3.2119
C -3.8261 -2.0154 -6.0536
H -4.5450 -0.4880 -2.6520
H 4.5300 -1.6450 2.3082
O 3.8352 2.5590 -4.1430
H 3.0885 -3.1153 6.7542
C -0.4335 -1.2139 -3.1677
C -4.1028 -0.2125 2.3690
N 1.9065 -1.1129 0.2992
O -2.3372 2.2665 0.2583
C -3.8765 -0.5121 -1.8056
C -0.0889 3.2972 4.3910
C 4.1518 -1.6603 0.1607
H -0.9938 4.3560 6.0244
O 0.1116 1.2490 -1.5270
O 1.3996 3.4600 -5.5522
C 5.6423 -3.2344 -3.9204
C 4.0954 -1.8311 -2.6967
C -6.3879 0.4724 3.7934
C 0.3926 -1.0164 2.8491
C -2.2490 4.2845 2.8675
N 0.4302 -1.2537 -2.1098
H -3.0711 4.6610 2.2713
C -5.8972 -0.8216 3.8761
C 2.4612 -1.1930 1.5527
N 0.0752 1.7585 1.0155
H -2.4024 1.2819 -4.5876
H 0.1161 -0.9157 5.0861
C -2.5698 -0.8429 -4.3472
C 3.4634 -0.1374 4.3195
H 5.9243 -4.2059 -4.3030
C 4.2162 -0.1726 5.4876
C 6.4481 -2.1272 -4.1368
S -1.0934 2.8651 0.6689
C 2.9230 -1.4345 -0.5584
I -5.1949 -0.7719 -8.4434
H -6.1492 2.4393 2.9570
H -2.8777 -2.9614 -4.3773
H 2.3445 -2.0574 -4.7318
O -0.9163 2.8033 -3.8907
H -6.3978 -1.5626 4.4846
H -2.8770 5.2183 4.6917
C -0.3231 -0.8997 4.1007
H -4.2169 -2.9368 -6.4634
C -2.9372 -0.5405 0.2266
C 2.5754 -1.1658 4.0108
C 0.6493 2.0696 2.2277
C 3.8677 -1.5142 1.4680
C -1.7712 -0.8744 -3.0843
C -4.7525 -1.1538 3.1588
O 1.7132 1.6632 2.6644
C 0.8110 1.8610 -2.4925
C 6.0973 -0.8742 -3.6558
C 3.1916 -2.2786 6.0768
C 1.6398 -1.5944 -2.6432
H -3.7444 1.3265 -6.6733
H -2.4524 -0.5631 4.4507
C -4.6178 1.0801 2.3027
H 4.6030 0.2443 -2.5660
C 1.7787 -1.1319 2.7508
C 4.0695 -1.2439 6.3568
H -4.1049 1.8090 1.6817
H 1.7698 -3.0363 4.6636
V 0.1519 -0.0629 -0.3900
C -1.0594 4.1066 4.9721
O 2.9566 1.2708 -1.6351
H 5.0929 -1.9345 -0.2879
O -0.5787 3.9464 -0.1323
C 0.2526 2.5520 -3.6065
C -1.6210 -0.7158 3.7803
C -2.8176 0.3627 -4.9950
C 0.2437 -1.5628 -4.3969
C -4.0634 -0.8015 -6.6819
C -3.0755 -2.0233 -4.8843
C -2.4406 -0.6420 -1.8844
C 4.9178 -0.7304 -2.9333
C -1.6862 -0.7349 2.3343
C -2.1287 4.5941 4.2178
H 3.5386 0.7032 3.6393
N -1.8803 -0.6300 -0.6401
N -0.4513 -0.9112 1.7919
C -0.2261 2.9831 3.0539
C -4.1854 -0.4588 -0.4964
C 1.4394 2.9269 -4.4713
I 8.2290 -2.3585 -5.2138
C 4.4638 -3.0733 -3.1999
C 2.4516 -2.2282 4.9016
H -0.2133 -1.5867 -5.3745
C 2.2318 1.8001 -2.4823
H -5.1643 -0.3871 -0.0492
C 2.8265 -1.6311 -1.9324
H 4.8992 0.6339 5.7175
C -3.5657 0.3864 -6.1692
C -1.2802 3.4665 2.3199
I -8.1064 0.9869 4.8692
H 6.7191 -0.0111 -3.8504
C -5.7600 1.4315 3.0125
C 2.6990 2.4532 -3.7478
H 3.8202 -3.9273 -3.0214
I 5.1909 -1.3017 8.1217
C -2.8571 -0.5336 1.6062



No. 2
Density functional theory data (wB97M-V/def2-TZVPD) for C56H36BrCl2LaN11O2 as an isolated structure.

Computed properties:
E_tot: -6434.661842 Ha
highest occupied orbital energy (spin up / spin down): -4.0 / -4.0 eV
max |F|: 0.597 eV/A
charge: -1
frontier orbital gap (spin up / spin down): 4.8 / 4.8 eV

Cartesian coordinates (Å):
N -1.8514 -1.3767 -2.5610
N -0.9803 -1.9255 -1.7260
H -4.8027 -1.4993 2.9797
C -3.9181 4.4839 4.3872
Cl -5.0216 2.2067 -2.8941
H -4.5052 4.6424 5.2826
H -1.0027 -3.0459 4.2061
C -1.6839 -0.1622 -6.9198
H 2.1495 -5.3418 4.0558
H 1.6163 -0.8510 -6.4752
C 1.5646 -1.2931 6.3524
H -4.0891 3.5493 -1.1847
C -1.3668 5.3284 -3.1080
N 2.2583 0.8632 -0.3428
C 2.9988 -1.5540 4.4087
C -3.7336 -1.5887 2.8297
H 0.8171 -0.1365 -3.1562
N 3.1548 -0.3892 1.5063
C 0.4331 0.7864 3.3899
H 3.2813 -2.5864 6.2596
H -1.6710 6.3147 -4.9827
H -0.1039 0.0627 6.1772
O -0.5785 0.5344 -2.3150
N -0.6272 1.5408 3.6588
N -1.5055 4.1940 -0.1825
H -2.8650 3.0005 -2.3821
H -1.0756 -5.4839 -0.2401
C -1.6029 -2.4620 3.5173
O 1.1909 -0.5457 -3.9745
C -2.2510 3.3092 3.1801
C 2.4616 -6.9869 2.7096
H 6.9915 0.3384 -3.3704
H 5.8199 -1.1916 0.4722
C 5.6103 -0.6134 -0.4172
C -2.9733 -2.3484 3.7141
H 1.3369 -1.5757 7.3725
H 4.8086 1.5193 -3.6049
C -0.1881 -4.9341 0.0666
H 0.0586 -1.9247 2.3469
C -1.0180 -1.8018 2.4456
C -1.5679 3.6418 1.0233
C -0.5698 4.3980 -2.4506
H 3.8480 -1.9974 3.9067
C 3.2091 0.1334 0.2930
N -4.1271 -3.5317 5.7190
C 2.1778 -0.6451 3.7486
C -1.0571 -3.1517 -1.3931
H 1.0450 -7.2627 -0.3511
H 7.4869 -0.9942 -1.3699
C 0.5855 -0.6187 -6.2448
C 6.2466 0.2694 -2.5879
C 4.3918 0.0357 -0.5717
C -1.0694 5.6024 -4.4320
C -0.3741 -0.4918 -7.2393
H -2.4554 -1.9942 -3.0921
C 1.0796 -0.0691 4.3811
C 4.1121 0.7900 -1.7037
C -3.6132 -3.0102 4.8314
N 1.1086 0.6817 2.2116
C -1.5191 -0.0280 -3.1175
C -3.7335 2.7262 -1.7928
N 2.2150 2.1927 -2.3591
C -4.1451 5.3026 3.2690
C 2.1463 -7.5241 1.4695
N -0.8631 2.5858 1.4924
H 2.5723 -8.4695 1.1592
C -0.0770 -3.7162 -0.4598
H -1.8390 -3.8213 -1.7581
C 2.6748 -1.8739 5.7145
C -2.0236 0.0160 -5.5839
C 5.0378 0.9271 -2.7302
H 0.1937 5.1999 -6.1230
N 0.3902 2.9302 -0.9620
C 0.2321 -0.4305 -4.9146
H -2.4740 0.5240 -3.0946
C -2.4819 4.1126 2.0686
C -1.1872 2.3756 2.8018
H -3.7591 -0.3626 1.1292
Br 1.4136 -2.6305 -0.0745
H 1.6301 3.5590 -4.9105
La -0.2190 0.5959 0.0263
H -2.4266 -0.0446 -7.6971
C 0.7584 -0.3803 5.6983
C -0.6063 3.8314 -1.0989
C 6.5301 -0.4933 -1.4438
H 0.6207 -4.1490 2.5366
C 2.1814 -0.1215 2.3834
H -2.7687 2.8537 5.2175
C 0.8056 4.0581 -4.4208
H 3.1326 -7.5152 3.3741
C 1.9104 -5.7716 3.0918
C -3.1030 -0.9416 1.7746
H -4.8964 6.0795 3.3304
C -3.4253 5.1332 2.0995
C 2.7653 1.3404 -1.5172
C 0.0013 4.9698 -5.0828
C 1.2857 -6.8457 0.6194
Cl -3.2682 1.4278 -0.6797
H -3.0408 0.2825 -5.3133
H -0.0877 -0.6409 -8.2732
C -2.9617 3.4846 4.3610
C -1.0922 -0.1301 -4.5673
C 1.1060 2.8855 -2.1103
C 0.5041 3.7857 -3.0929
H -3.5809 5.7702 1.2392
C 1.0510 -5.0956 2.2409
C 0.7341 -5.6232 0.9927
C -1.7178 -0.9958 1.5256
H -2.1890 5.8138 -2.5978



No. 3
Density functional theory data (wB97M-V/def2-TZVPD) for C56H39BrN4O3P2STl as an isolated structure.

Computed properties:
E_tot: -6429.342474 Ha
highest occupied orbital energy: -9.8 eV
max |F|: 0.752 eV/A
charge: +1
frontier orbital gap: 6.3 eV

Cartesian coordinates (Å):
S -0.3265 -1.4670 -0.0397
C -4.5425 2.5560 -1.2447
H 4.8897 -6.3035 0.6788
H 2.2617 -0.8638 5.4200
C 2.7137 -0.2895 4.6206
H 2.3339 -7.1796 1.8021
C 0.4570 -5.3662 0.4244
N -1.5952 3.1060 1.5454
C 2.0013 -2.9426 0.5062
C 2.8670 -1.8258 0.6485
C 2.3380 -0.5230 3.3061
C 0.2677 -2.3184 -2.5528
H -1.6307 -2.8270 -6.3631
C -2.0419 -3.2918 -5.4656
C 4.4195 1.6594 -3.1286
C -2.4019 2.4653 -2.3376
H -4.2776 4.9845 -3.5931
H 4.3034 1.7832 1.7680
C 1.4577 3.8674 1.9849
C 4.4620 0.1590 -1.2509
Br -0.6660 3.4028 5.3456
C 0.4829 5.5624 3.8767
C 1.8026 -5.4192 0.6758
C 4.6889 -3.3682 1.2965
H -4.8470 -2.5362 2.6921
H 2.1991 5.5851 0.9571
C 0.6202 -2.9458 0.2137
H 1.6360 -1.3180 3.0772
H -5.8599 1.5760 3.2971
C 1.1649 6.0827 2.7880
N 0.7980 3.3550 3.0207
C -5.3115 0.8126 2.7603
C -2.7628 3.5313 -3.1457
C -4.7534 -1.4942 2.4118
C -3.8097 0.2053 0.9687
C -4.0055 4.1306 -2.9866
C -3.5904 -2.1369 -3.9961
C -5.4401 -0.5186 3.1237
Tl -0.7257 1.1825 2.6763
C 2.0469 2.8954 1.0009
H 4.8067 -1.2398 1.2985
C -1.3567 -2.7519 -4.2365
H -5.8629 4.1025 -1.9192
C -1.5992 4.2741 1.4192
H 1.2917 7.1528 2.6914
C 4.2657 1.3944 3.8826
P 2.3439 -0.0469 0.5738
H 2.7957 -7.2402 0.1112
H -1.8837 -4.3662 -5.5640
C 2.8935 0.2425 2.2866
H -0.1603 -6.2550 0.4026
H 5.0337 2.1247 4.1042
C -2.2996 -2.0798 -3.4395
H 0.0622 6.1956 4.6434
N -1.6590 5.5337 1.4077
H -1.1934 -4.0433 0.0212
C -2.0021 -1.4398 -2.2233
H -5.6333 -1.5459 -3.7003
C 1.6653 5.2231 1.8239
C -3.5416 -2.9292 -5.2819
H -5.1082 -0.2102 -1.7079
H 4.9962 -0.5766 -0.6723
H -3.9153 -2.3419 -6.1209
C -4.8930 3.6379 -2.0429
C -3.2853 1.9748 -1.3750
O 3.0340 3.2410 0.3824
H 1.4761 1.7499 -1.4695
N -0.9752 7.3081 -0.1617
H -4.3456 2.2260 1.4748
H -2.0718 3.9029 -3.8915
H 5.7100 -3.4731 1.6417
O 1.4725 1.7163 0.9890
C 4.1594 -2.0795 1.0747
C 3.8729 -4.4485 1.1151
H 2.5913 2.7478 -3.4181
C -4.4775 1.1774 1.7108
C -4.3093 -0.7747 -2.1758
H 6.0917 0.4143 -2.6096
H 1.2751 -2.4608 -2.1804
H -6.0699 -0.7975 3.9585
H 0.7176 -3.3109 -4.4062
C 3.1160 2.0174 -2.8163
H 4.9190 2.1144 -3.9745
C 5.0835 0.7169 -2.3586
C -1.2857 6.4411 0.5422
H 3.9781 0.8402 5.9338
C -3.0492 -0.7046 -1.6162
C 3.8684 1.1978 2.5683
C -0.1242 -4.1040 0.2059
H -3.4619 -1.9093 0.7592
H -1.4266 2.0015 -2.4509
C -3.9578 -1.1360 1.3360
C 2.7201 -6.5812 0.9771
H -4.1684 -3.8188 -5.2120
C -0.6617 -1.6650 -1.7590
C 2.5401 -4.2214 0.7336
H -5.2559 2.1712 -0.5288
C -4.6146 -1.5189 -3.3334
C 3.1687 0.5520 -0.9080
H 4.3829 -6.1369 2.3475
C 4.0899 -5.9292 1.3178
P -2.6202 0.5980 -0.3657
C 2.4913 1.4676 -1.7137
O 0.7788 -0.3160 0.0956
C 3.6759 0.6681 4.9091
C -0.0501 -2.8276 -3.8150
C 0.3277 4.1875 3.9264



No. 4
Density functional theory data (wB97M-V/def2-TZVPD) for C56H44AlAsF3N2O4S2 as an isolated structure at a distorted geometry.

Computed properties:
E_tot: -6145.356613 Ha
highest occupied orbital energy: -5.6 eV
max |F|: 1.302 eV/A
charge: -1
frontier orbital gap: 8.1 eV

Cartesian coordinates (Å):
H -0.7370 4.4024 -2.3989
H 3.1561 4.0639 -3.4783
H 2.9326 2.8543 -0.0493
O 1.1517 -0.7648 -1.0848
C -4.9392 -0.2188 1.5922
H -6.6792 -0.0397 0.3487
H 5.3691 3.0260 -3.1308
H 0.3063 -0.2863 -6.7481
C 1.8660 6.0119 -0.5983
C -0.7212 1.5121 -0.4623
H 0.5444 -1.7162 2.8686
H -1.7827 4.0545 -3.7873
C -1.9082 -4.4844 1.7816
C 3.2260 3.0474 -3.1115
C 0.8978 3.4823 0.0708
C -1.5787 2.2455 2.1768
S 4.2173 0.4817 1.2074
H 1.7368 2.4541 2.7162
C -5.6472 -0.3616 0.4092
H -3.2886 1.9950 -3.7434
C -1.9811 -3.8666 4.4938
H -2.3684 -6.4891 2.4011
C 1.9461 -1.4522 4.4907
N 2.2356 -0.7846 2.2375
H -1.1488 -0.0018 -1.8716
F 5.8135 -0.4855 5.3220
C 2.0662 2.3429 -2.8296
C -1.5390 -4.7959 -2.4303
F 5.5843 1.2885 4.1473
O 1.4057 1.2030 0.6027
C -1.7017 -2.8740 3.5669
H 0.9755 2.5614 5.0418
H -3.0846 -0.5273 2.6121
C -1.3728 -3.5904 -1.7669
C 3.2354 -1.0214 4.7864
O -1.7097 2.4681 -0.8219
Al 2.1204 -0.3100 0.2869
C 2.7342 4.9420 -0.4736
H -1.4124 -4.8502 -3.5044
C 0.0393 4.5750 0.0028
C -1.8593 -5.9318 -1.7078
C 2.1327 1.0395 -2.3543
C 4.0144 -0.4642 3.7921
H 3.6341 -1.1270 5.7833
C -2.0233 -5.8733 -0.3360
H -3.3170 0.9643 -2.3034
H -1.4453 2.4158 5.5608
H -2.4000 -5.9423 4.7941
H -5.5576 -1.0334 -1.6263
H -2.3144 2.1831 1.3902
H 1.2849 -2.5030 -2.4723
C 1.0530 -2.0262 -3.4116
H 1.1125 2.8158 -2.9862
H -1.1884 0.7319 0.1577
C -2.2099 -5.1644 4.0674
H -2.4881 4.6191 -2.2595
C 0.5157 5.8260 -0.3516
H -2.0112 -3.6269 5.5489
C 4.5476 1.1600 -2.4745
H -2.2971 -6.7705 0.2015
C -1.8417 2.5560 -2.2312
C 0.7079 -2.1518 -5.7782
H 1.1696 -3.8377 -4.5331
H 2.2345 6.9872 -0.8878
C 0.9319 0.1369 -2.1188
C -5.0230 -0.9211 -0.6921
C 3.3884 0.4559 -2.2033
C -3.6258 -0.6473 1.6777
C -1.6631 -3.1736 2.2156
As -1.1651 -1.9858 0.7460
H 0.6642 -2.7298 -6.6917
S 3.3066 -2.5047 -0.0038
C -0.2226 2.2816 1.8834
H -3.2362 -1.8143 -1.4577
C 0.6803 2.4117 2.9340
C 2.2537 3.6863 -0.1466
H 5.5074 0.6791 -2.3488
C 0.5517 -0.0377 -4.6412
H 1.3069 -1.8833 5.2408
C -1.4985 -3.5224 -0.3917
C 4.4675 2.4683 -2.9199
H -1.1246 -2.7000 -2.3292
C -1.8250 -4.6749 0.3381
C 0.2499 2.4623 4.2456
H -1.5203 -1.8561 3.9052
C 3.4688 -0.2926 2.4981
C 1.5061 -1.3408 3.1883
H -0.1678 6.6630 -0.4276
H 0.3865 1.0269 -4.6678
C -2.1819 -5.4725 2.7187
H -1.0101 4.4475 0.2164
C -0.4155 0.8319 -1.8279
H -4.0106 2.5834 -2.2310
H -1.9742 -6.8785 -2.2150
C -1.1026 2.3899 4.5342
H -5.4283 0.2112 2.4588
C -3.7112 -1.3525 -0.5995
C 0.9893 -2.7722 -4.5747
C -3.2094 1.9860 -2.6583
H -3.0696 2.2825 3.7087
C -3.0041 -1.2546 0.5915
F 6.3275 -0.5103 3.2419
C 5.4177 -0.0452 4.1022
N 0.9856 -3.6724 0.9990
C -2.0098 2.2998 3.4939
C 0.4991 -0.7820 -5.8064
H 3.7947 5.0814 -0.6307
C 0.8184 -0.6579 -3.4283
O -0.7874 1.8034 -2.7804
C 1.9407 -3.1765 0.5651
H 3.4553 -0.5916 -1.9353
C 0.3761 2.1107 0.4794
C -1.7043 4.0115 -2.7037